1.
Molecular formula: C47H50AsCl3N3NaO4Sb
Method: DFT, the ωB97M-V functional and the def2-TZVPD basis

ORCA input file:
```
! RIJCOSX wB97M-V def2-TZVPD def2/J DEFGRID3
* xyz -1 1
Sb -2.70411 -1.57724 0.98803
As -1.73665 2.35775 -1.16272
Cl 1.37452 -4.51953 -6.23586
Cl 7.76231 0.84355 3.33556
Cl 2.77708 0.60428 5.42533
Na 0.23269 -1.10469 0.11778
O -1.03517 0.20474 -2.83266
O 2.15211 -1.56308 0.38880
O 3.44309 -1.58183 2.21218
O -0.79208 -2.17415 -1.30359
N 4.79984 0.56549 3.17421
N -0.77619 1.75915 2.22467
N 0.44446 -0.83706 2.94789
C 3.12454 -1.17202 1.07317
C 3.83625 2.80669 3.10044
C 4.48593 0.81172 5.60460
C -3.37594 -1.21283 3.03006
C -0.52739 1.37046 3.60688
C -2.42357 3.93897 -0.18223
C -4.71587 -1.76753 3.50393
C -3.27773 6.06068 1.43591
C -0.63890 -0.51930 -3.72671
C 3.07825 3.76144 2.43698
C -4.46306 1.16798 -1.46533
C 7.21251 1.07202 5.95112
C -1.88635 5.21311 -0.33835
C -5.71342 1.43416 -3.50413
C 0.69376 -4.53643 -3.58491
C 3.93427 0.00725 0.51176
C -2.33352 3.15584 -3.77569
C 6.36784 1.13047 7.04767
C -5.23314 -3.40670 0.38190
C 0.73534 -3.78897 -4.77246
C 4.07813 1.56240 2.52287
C 3.60406 1.29809 1.22197
C -0.97110 4.34493 -5.36120
C -1.31513 3.27889 -2.82533
C 0.63021 0.39693 3.71608
C 0.28431 -2.50078 -4.77600
C -0.31296 -2.64289 -2.38128
C -3.39030 3.74250 0.80342
C -4.64729 -2.01958 0.14062
C -2.31000 6.26657 0.46402
C -3.52235 2.40565 -3.31457
C -0.23142 -1.90856 -3.61040
C 0.04261 4.45631 -4.41797
C -5.61049 0.93226 -2.21250
C -2.44713 -4.37583 2.48504
C -3.42999 1.90943 -2.01160
C -2.00304 -3.61313 1.24237
C 5.29904 0.76326 4.47098
C 2.83769 2.26613 0.58896
C 6.67436 0.89324 4.68705
C 2.55732 3.49326 1.18184
C 4.99998 1.00020 6.87826
C -4.67256 2.16656 -4.05736
C -3.81915 4.79260 1.60314
C -2.15378 3.69035 -5.04613
C -0.12587 3.91047 -3.15048
C 0.19010 -3.98796 -2.43871
H 3.71373 0.12019 -0.54826
H 4.99782 -0.21571 0.63118
H -0.83288 4.75709 -6.35288
H -2.14766 -3.86736 3.40379
H -1.88326 7.25223 0.32352
H -4.53327 -1.84098 -0.93070
H -1.35656 2.58689 2.17400
H -4.76004 2.54388 -5.06923
H -0.91451 -3.54475 1.20337
H 1.06682 -5.55339 -3.58752
H 0.67749 3.97503 -2.42523
H -6.19079 -3.52851 -0.13370
H 2.88943 4.71487 2.91484
H -2.56926 -1.55284 3.68506
H -3.81891 2.75658 0.95179
H -4.37161 0.75107 -0.47019
H -5.40770 -3.60054 1.43952
H 0.10163 1.99596 1.77268
H -4.72657 -2.85672 3.51168
H 0.32313 -1.91387 -5.68760
H -3.60587 6.88079 2.06196
H 4.42107 -0.37350 2.98856
H 4.22070 3.01814 4.09128
H 4.32348 1.03229 7.72053
H -0.55883 -0.10757 -4.75745
H -1.14043 5.39659 -1.10211
H -0.11956 -1.49325 3.47586
H -3.37503 -0.12207 3.10634
H 6.77767 1.27451 8.03859
H -5.53801 -1.44022 2.86417
H 1.53711 0.88454 3.34830
H 0.79477 0.20145 4.78390
H -4.94960 -1.43680 4.52087
H 1.34838 -1.28455 2.80607
H -6.41670 0.34477 -1.79078
H -3.52869 -4.50405 2.52355
H -1.99994 -5.37388 2.51172
H -4.56804 -4.18845 0.01277
H -2.92861 3.59227 -5.79704
H 0.16328 -4.55972 -1.51936
H -4.57507 4.61921 2.35926
H -1.43490 0.90719 4.00825
H -5.31977 -1.24017 0.51103
H 0.97002 4.95295 -4.67425
H -0.28730 2.22057 4.26082
H 8.28330 1.16648 6.06220
H 2.47551 2.05688 -0.41325
H -6.60594 1.24496 -4.08724
H -2.29016 -4.13216 0.32673
H 1.95869 4.23010 0.66153
*
```

Values from the calculation:
* molar mass: 1047.0 g mol⁻¹
* HOMO-LUMO gap: 0.25657 Eh
* HOMO level: -4.8808 eV
* strongest force on any atom: 0.027 Eh/bohr
* DFT total energy: -171574.99644 eV

These are the Löwdin partial charges, in e, on atoms 1 to 5: 1.47, 1.37, 0.58, 0.69, 0.86

---

2.
Molecular formula: C47H50IN4O9S2
Method: DFT, the ωB97M-V functional and the def2-TZVPD basis

ORCA input file:
```
! RIJCOSX wB97M-V def2-TZVPD def2/J DEFGRID3
* xyz 1 1
I 0.25129 -1.06928 3.20659
S 2.87275 -1.87795 0.59625
S -2.87218 -4.27440 1.56151
O -2.27440 1.29654 1.36187
O -3.52374 12.70530 6.02765
O 0.11635 10.75441 0.85217
O 2.04726 -5.42228 4.58222
O -1.28388 5.80248 -0.44091
O 3.31241 -2.08583 -13.44175
O 4.24436 -2.32553 -8.22445
O 6.29140 -2.37036 5.48648
O -1.34982 8.70759 3.29924
N 0.70994 -3.84605 0.00837
N 0.26236 -4.60674 -4.92213
N -1.46764 -1.84618 2.26241
N -0.76297 -6.77377 2.04043
C 3.60292 -3.43668 -11.53749
C -1.71610 11.93892 4.73137
C -0.96178 6.94077 -0.14293
C 3.71787 -0.91504 -11.44177
C 4.44524 -2.84439 4.10790
C -0.77834 -4.36517 -3.87919
C -2.70922 -1.50735 3.04138
C 1.43426 -5.92689 -6.66730
C 4.03096 -2.27022 -9.42334
C -1.38732 -1.08158 0.92347
C -0.35106 -1.21129 -1.54199
C -1.12946 -5.79339 2.88152
C -1.76100 2.33576 0.44369
C -1.93988 8.04764 -0.17474
C -1.01286 3.42767 1.40948
C -3.70494 10.48162 5.28128
C -0.74528 -3.76256 7.03166
C -1.21590 -1.97939 -0.42231
C -0.67584 -3.34207 0.26124
C -1.58829 9.29296 0.14883
C -1.32247 -2.72714 6.43364
C -0.46283 -4.29778 2.82610
C -3.15807 9.47565 4.59653
C -1.12733 -2.81160 -3.61036
C 3.02345 -4.72206 4.79066
C -0.20513 9.61805 0.55457
C 2.22281 -4.56351 -6.47602
C -2.90964 -2.32462 4.41824
C 3.52558 -2.14119 -12.24438
C 5.31758 -3.07025 5.27967
C 3.83872 -3.49627 -10.22569
C 3.37929 -3.61331 3.88078
C 0.19473 -5.89852 -5.66116
C 3.95366 -0.97486 -10.12997
C 3.89501 -4.94813 5.96191
C 0.77305 8.51080 0.58624
C -3.02486 11.78864 5.40097
C 1.64894 -3.03101 0.41976
C 4.96169 -4.17924 6.18965
C 0.42121 7.26562 0.26266
C -1.25965 -3.29467 1.80210
C -2.29234 -1.61099 5.73686
C -1.16934 10.93267 4.04658
C 0.08889 -2.10767 -2.80942
C -2.49070 0.04862 0.60663
C 1.41556 -3.80693 -5.36027
C -1.84942 9.62621 3.92714
H -3.69329 -1.65090 2.43176
H 1.12566 6.44305 0.28148
H -2.55374 -3.41547 4.39987
H -3.59363 -0.32497 0.70352
H 0.64970 -4.42678 2.57656
H 0.62577 -0.82580 -1.02949
H -0.87502 -0.26534 -1.95785
H -0.40168 -0.47646 0.97781
H -1.32264 -4.17467 -0.23848
H 0.59564 -1.37476 -3.56556
H 3.89929 -4.43675 -9.69217
H -2.65798 2.77898 -0.12620
H 5.61068 -4.33031 7.04324
H -0.50151 -3.92486 3.93383
H -2.10065 -2.77707 -2.97563
H -0.51910 -4.81752 7.45666
H -1.81729 4.04969 1.95294
H -2.29276 10.11553 0.13003
H -1.38236 -2.26475 -4.60955
H -1.23133 12.90260 4.82791
H -1.92434 -6.00696 3.70811
H 4.09750 -0.08616 -9.52778
H -0.92995 1.93145 -0.25888
H -1.68129 -0.66001 5.52959
H -3.52747 -3.62744 0.50403
H -3.08026 -1.34445 6.53599
H 3.65730 0.02542 -11.97522
H -1.30268 -7.63334 2.24573
H -0.33943 4.05134 0.70848
H -3.64279 8.51183 4.49984
H -0.36422 2.81107 2.15703
H -4.06366 -2.37481 4.59746
H -2.38256 0.35163 -0.51523
H -2.61305 -0.38212 3.34292
H 2.73039 -3.46235 3.02732
H 3.45911 -4.32543 -12.13956
H 1.78203 8.76654 0.88496
H 1.70362 -2.77712 -4.93880
H -0.37471 -4.79590 -2.87329
H -4.66318 10.38891 5.77720
H -0.59538 -6.74111 -5.54318
H 3.18081 -4.15339 -6.95244
H -1.74612 -4.96665 -4.12897
H -0.21113 11.02530 3.55048
H -2.27591 -2.13630 -0.89032
H -2.94885 7.79175 -0.47347
H 3.62090 -5.76492 6.61825
H 1.76158 -6.73937 -7.40560
H 0.87511 -2.89716 -2.52658
H 4.71902 -2.02745 3.45115
*
```

Values from the calculation:
* molar mass: 1006.0 g mol⁻¹
* HOMO-LUMO gap: 0.15932 Eh
* HOMO level: -9.2921 eV
* strongest force on any atom: 0.140 Eh/bohr
* DFT total energy: -103682.85640 eV

These are the Löwdin partial charges, in e, on atoms 1 to 5: 1.28, 0.66, 0.86, -0.22, 0.11

---

3.
Molecular formula: C47H51AsClN4S2Zr
Method: DFT, the ωB97M-V functional and the def2-TZVPD basis

ORCA input file:
```
! RIJCOSX wB97M-V def2-TZVPD def2/J DEFGRID3
* xyz 1 1
Zr -0.57440 0.86426 0.01871
As 0.32170 -1.73808 -1.91545
Cl -0.98913 -2.54855 3.04807
S -0.34051 3.24871 0.92270
S -2.87735 1.70410 -0.53801
N 0.18187 0.45266 2.07883
N -0.32338 2.15706 -2.06914
N 0.46730 0.78155 4.35468
N 1.84814 1.28000 -0.18152
C -0.60265 1.32505 -3.27742
C 1.34206 -3.28490 0.29477
C -4.13338 -0.67266 1.40494
C -0.08965 1.04364 5.68552
C -1.01607 -2.58963 -4.17471
C 1.99581 -4.34426 0.90864
C -3.41918 4.19036 -1.55416
C -1.83609 -0.99810 0.44478
C -2.00469 -3.14196 -4.98120
C -4.73352 -1.34740 3.63289
C 3.24919 4.44390 2.28745
C -3.12842 5.33663 -2.27407
C 0.26442 -2.02991 -4.65860
C -0.98320 4.42500 -2.84614
C -1.70064 1.28754 3.35009
C -0.28643 0.80680 3.25047
C -1.17526 -2.60994 -2.78474
C -3.12255 -3.71930 -4.40022
C -1.90814 5.45638 -2.91963
C -3.46998 -1.89022 3.78830
C -2.49336 3.15617 -1.46251
C 1.29920 -3.20096 -1.09340
C -2.28682 -3.19746 -2.20200
C 1.92458 -1.45719 -6.30045
C 2.64378 0.06398 0.12656
C -2.55059 -1.79851 2.75434
C 2.42736 -1.18099 -3.96579
C -2.83160 -1.17237 1.53810
C 3.67397 2.55107 0.89037
C 2.61763 -5.31356 0.13637
C 1.92814 -4.17142 -1.86705
C -1.27147 3.28317 -2.11417
C -5.06415 -0.74645 2.42532
C -3.26010 -3.75696 -3.01838
C 2.30603 2.39690 0.66958
C 2.04937 1.60761 -1.61926
C 4.15198 3.56730 1.69723
C -0.43443 -0.23120 6.44026
C 1.89651 4.30453 2.05247
C 2.81654 -1.09926 -5.29606
C 2.58674 -5.22398 -1.24851
C 1.39117 3.28649 1.23266
C 2.24044 -1.00206 4.12977
C 1.15043 -1.62635 -3.65529
C 1.07894 2.65120 -2.11283
C 0.65845 -1.92733 -5.98901
C 1.89831 0.47685 4.27957
H -1.90135 -3.13731 -6.05847
H -1.67126 6.34837 -3.48297
H 3.60310 5.24285 2.92517
H -4.36567 4.09011 -1.03983
H -2.40263 -3.23069 -1.12700
H 0.22777 0.64919 -3.46553
H 3.12703 -6.14069 0.61227
H 5.21521 3.67329 1.86136
H -3.85406 6.13675 -2.32731
H 2.32845 1.06966 3.46373
H -0.90858 0.01371 7.39029
H 1.93076 0.68261 -2.18358
H 2.22717 -1.38641 -7.33664
H 3.32006 -1.11893 4.02700
H 1.11999 0.07801 2.14375
H -0.96964 1.67226 5.58216
H 3.81270 -0.76332 -5.55025
H 0.45446 -0.82343 6.65458
H -4.12741 -4.22554 -2.57333
H -2.33831 -1.12084 -0.52205
H 1.35714 2.92344 -3.13556
H -4.41155 -0.20571 0.46898
H 3.07687 1.95655 -1.77030
H 2.11164 -0.83206 -0.17492
H 2.84984 0.01313 1.19364
H -0.01206 -2.22581 -6.78397
H 2.01414 -4.41253 1.98906
H -3.19099 -2.39835 4.70174
H -1.51848 0.75113 -3.12519
H -0.73295 1.96976 -4.14876
H -6.05472 -0.33873 2.27347
H 4.37886 1.87096 0.43114
H 3.07339 -5.97928 -1.85118
H 3.60341 0.07343 -0.39609
H 3.13317 -0.92069 -3.18527
H -0.04068 4.53073 -3.36451
H -1.72247 2.32961 3.66968
H 1.13752 3.54505 -1.49185
H -1.12195 -0.84775 5.85871
H 1.92100 -1.56975 5.00186
H -3.88682 -4.15561 -5.02899
H -2.26610 0.67884 4.05717
H 1.90206 -4.11232 -2.94824
H 0.86412 -2.53362 0.91083
H 0.64789 1.63293 6.23203
H 1.19180 4.99597 2.49630
H 2.34539 0.86357 5.19436
H 1.76218 -1.45467 3.26088
H -2.19820 1.22526 2.38585
H -1.08994 -1.79694 0.52613
H -5.45418 -1.41417 4.43594
*
```

Values from the calculation:
* molar mass: 937.7 g mol⁻¹
* HOMO-LUMO gap: 0.27959 Eh
* HOMO level: -9.9141 eV
* strongest force on any atom: 0.011 Eh/bohr
* DFT total energy: -151838.18788 eV

These are the Löwdin partial charges, in e, on atoms 1 to 5: 1.25, 1.36, 0.72, 0.69, 0.66

---

4.
Molecular formula: C47H51B2N2O13P2
Method: DFT, the ωB97M-V functional and the def2-TZVPD basis

ORCA input file:
```
! RIJCOSX wB97M-V def2-TZVPD def2/J DEFGRID3
* xyz 1 1
P -3.35131 -2.79851 0.74302
P -5.93078 1.41859 1.58285
O 7.90599 7.11193 -4.70656
O -4.58754 3.08072 4.33778
O -3.73572 -2.43018 -0.95205
O -6.11008 -0.27976 6.20627
O 4.72295 -2.87167 -4.03786
O -7.00042 0.29525 1.27451
O -4.12559 -4.37011 0.98251
O 4.51383 3.07251 -3.87914
O -5.98200 -5.29430 4.58046
O -0.59546 -3.13966 -3.64916
O -2.63175 2.84020 2.76790
O -6.83868 2.74831 2.32897
O -5.37786 2.03180 0.04553
N -3.62813 -4.66433 4.45492
N -4.13852 -1.52271 1.71417
C -5.66329 -2.99238 3.44958
C 3.98658 0.09812 1.87954
C -3.41418 -0.17009 1.87941
C 7.14477 6.17561 -4.49662
C 1.28079 0.45117 -2.58537
C 4.13709 5.38436 -2.35432
C 0.61181 -0.71620 -2.95686
C 0.72012 -5.37820 -4.68350
C 1.39239 -4.21290 -4.29174
C 4.01772 6.55922 -1.61047
C 6.60746 2.62986 -5.67656
C 5.17110 5.24907 -3.29019
C 2.72834 -1.77025 -3.46873
C -5.08193 -4.36486 4.16578
C 2.82119 -6.36857 -5.35096
C -5.01506 -0.35213 3.76003
C -3.10586 -5.85160 3.66348
C 7.64969 2.48914 -6.59429
C 6.42642 3.84341 -5.00204
C -3.37398 -5.01844 5.90386
C 5.31044 3.98884 -4.04633
C -0.96427 0.39554 0.87910
C 3.49470 -5.21355 -4.94769
C 3.39893 -0.60369 -3.07864
C 4.92777 7.59925 -1.79762
C -2.61287 0.46211 0.60319
C 1.69023 1.60362 0.85307
C -3.47720 0.14867 6.21795
C -4.47966 0.80188 2.72738
C 2.67346 0.50382 -2.63726
C 7.29595 4.90737 -5.23877
C 5.95038 7.47202 -2.74017
C 8.50439 3.56130 -6.84920
C 0.62235 -3.06772 -3.76738
C 3.50082 -2.92318 -3.97481
C 0.04954 1.68123 0.53771
C 6.06919 6.29597 -3.49226
C 2.77908 -4.13491 -4.41171
C 1.41058 -1.00828 1.85073
C 1.33739 -1.83125 -3.39349
C -4.53079 -1.84175 3.17235
C 1.43614 -6.45335 -5.21191
C -0.20553 -0.92717 1.53442
C -3.01790 4.02530 1.93180
C -2.10195 -0.46605 5.57500
C 2.38704 0.26269 1.50471
C 8.33059 4.76986 -6.17328
B -4.85340 -0.17629 5.38252
B -3.90604 2.23413 3.29499
H -2.06038 4.63889 1.61749
H -2.82341 -0.04284 -0.43035
H 4.43142 1.09238 2.30766
H -3.62199 3.72592 0.96970
H 3.42585 4.57475 -2.19927
H -3.97885 -6.57067 3.30975
H -4.10665 -4.52685 6.67238
H -0.47531 -0.75177 -2.90882
H -2.66508 -0.45639 2.76344
H 5.94095 1.79020 -5.48648
H 0.71474 1.31869 -2.25343
H 4.84051 8.51125 -1.21101
H 0.91203 -7.35573 -5.51923
H -2.83445 1.62678 0.46178
H -2.49916 -5.39026 2.74906
H 3.37824 -7.20290 -5.77173
H 4.61690 -0.38749 1.01217
H 9.00501 5.60063 -6.37333
H 4.57659 -5.15668 -5.05671
H 1.84384 -1.99462 2.35554
H 6.65484 8.29000 -2.88241
H -3.70637 -4.93403 0.24400
H 9.31103 3.45464 -7.57120
H 3.19538 1.41045 -2.33902
H -6.22731 -3.34533 2.47559
H -0.36157 -5.44976 -4.58249
H -6.19648 -0.46867 3.63371
H -6.49831 -2.57876 4.19557
H -3.63522 -2.08718 3.88402
H -2.26491 -4.68328 6.17507
H -2.29304 -6.47973 4.27190
H 4.02200 -0.68626 2.77900
H -3.57221 -0.27834 7.31814
H 4.48551 -0.55341 -3.12174
H -7.64372 2.95200 1.73955
H -2.11335 -1.61824 5.37185
H -0.84247 -1.88332 1.84775
H -0.35069 2.71396 0.09608
H 7.79297 1.54316 -7.11176
H 2.42472 2.52200 0.64709
H -6.22075 -1.21187 6.55610
H -1.24807 -0.29062 6.39091
H -3.39969 -6.18661 6.12779
H -5.50626 1.30892 -0.65840
H -1.80544 0.19794 4.65813
H -5.10563 -1.49649 1.27481
H -3.71955 4.77991 2.53011
H -2.95753 -2.66127 -1.54140
H -3.86727 3.70681 4.68695
H 3.21668 6.66087 -0.88148
H -3.35748 1.33033 6.33869
*
```

Values from the calculation:
* molar mass: 935.5 g mol⁻¹
* HOMO-LUMO gap: 0.29269 Eh
* HOMO level: -10.7665 eV
* strongest force on any atom: 0.166 Eh/bohr
* DFT total energy: -99078.10494 eV

These are the Löwdin partial charges, in e, on atoms 1 to 5: 1.05, 0.80, 0.10, 0.06, -0.30